[1]
{
  "formula": "C27H35AsN4O6Ru",
  "method": "ωB97M-V/def2-TZVPD",
  "species": ["O", "H", "Ru", "N", "N", "N", "N", "O", "O", "O", "O", "C", "C", "C", "C", "C", "H", "H", "H", "C", "H", "H", "H", "C", "C", "H", "H", "H", "H", "H", "H", "H", "H", "C", "H", "H", "H", "O", "H", "H", "C", "C", "C", "C", "C", "C", "As", "C", "C", "C", "C", "C", "C", "C", "C", "C", "C", "C", "C", "H", "H", "H", "H", "H", "H", "H", "H", "H", "H", "H", "H", "H", "H", "H"],
  "xyz": [[3.122, -2.399, -2.088], [3.699, -3.022, -2.565], [1.035, -0.889, -0.269], [0.179, -2.313, 0.806], [0.287, -1.982, -1.731], [2.022, -0.123, 1.257], [2.342, 0.271, -1.202], [0.310, -2.501, 2.083], [1.746, -0.355, 2.574], [2.372, 0.480, -2.557], [0.469, -1.717, -2.974], [-0.583, -2.955, -1.314], [-0.727, -3.051, 0.094], [2.885, 0.869, 0.971], [3.104, 1.060, -0.431], [-1.719, -3.863, 0.840], [-2.532, -3.237, 1.241], [-1.225, -4.378, 1.674], [-2.174, -4.594, 0.166], [-1.237, -3.801, -2.349], [-0.439, -4.326, -2.896], [-1.805, -3.206, -3.080], [-1.920, -4.530, -1.896], [3.402, 1.760, 2.037], [4.044, 2.065, -0.995], [3.304, 1.292, 3.022], [2.835, 2.702, 2.035], [4.451, 1.997, 1.832], [4.390, 1.785, -1.995], [4.905, 2.133, -0.322], [3.602, 3.069, -1.057], [1.202, -1.232, 2.561], [1.860, -0.291, -2.940], [3.016, -2.849, -0.718], [2.526, -3.835, -0.682], [2.485, -2.085, -0.095], [4.024, -2.995, -0.296], [3.561, -3.937, 2.786], [3.931, -3.157, 3.235], [2.637, -3.969, 3.095], [-4.341, -0.983, 2.569], [-4.565, -0.765, 1.204], [-3.525, -0.297, 0.391], [-2.272, -0.022, 0.954], [-2.050, -0.243, 2.316], [-3.089, -0.706, 3.127], [-0.770, 0.657, -0.163], [-1.829, 1.388, -1.666], [-1.755, 0.823, -2.943], [-2.567, 1.332, -3.963], [-3.448, 2.390, -3.706], [-3.511, 2.955, -2.426], [-2.688, 2.463, -1.409], [-0.172, 2.403, 0.612], [0.492, 3.285, -0.248], [0.962, 4.512, 0.238], [0.752, 4.859, 1.578], [0.081, 3.978, 2.431], [-0.383, 2.743, 1.954], [-5.149, -1.358, 3.199], [-5.544, -0.966, 0.761], [-3.690, -0.145, -0.678], [-1.070, -0.050, 2.757], [-2.909, -0.862, 4.194], [-1.065, -0.001, -3.141], [-2.508, 0.893, -4.962], [-4.079, 2.782, -4.503], [-4.192, 3.780, -2.215], [-2.711, 2.915, -0.414], [0.627, 3.020, -1.303], [1.484, 5.192, -0.442], [1.109, 5.824, 1.949], [-0.093, 4.249, 3.476], [-0.917, 2.062, 2.617]],
  "forces_ev_per_a": [[0.1, -0.4, 0.6], [-0.4, 0.4, 0.3], [0.5, 0.3, 1.2], [-0.4, -1.4, 1.1], [0.1, 0.3, -1.8], [-1.4, -1.1, 0.9], [-0.5, -0.3, -1.9], [-0.5, 0.4, -1.5], [-0.1, -0.7, -0.2], [0.0, -0.5, 0.1], [-0.6, -0.8, 1.3], [-0.2, 0.2, 0.1], [0.3, 0.0, -0.1], [1.1, 1.6, -1.6], [0.3, 0.5, 1.8], [-0.2, -0.5, -0.2], [0.3, 0.0, 0.0], [-0.2, 0.2, -0.2], [0.0, 0.0, 0.3], [-0.3, -0.2, 0.0], [-0.3, 0.1, 0.1], [0.3, -0.1, 0.2], [0.3, 0.2, -0.2], [0.3, 0.1, 0.0], [0.3, 0.1, 0.1], [0.1, 0.1, -0.3], [0.1, -0.1, 0.0], [-0.1, 0.1, 0.2], [-0.2, 0.0, 0.2], [0.0, 0.1, -0.2], [-0.1, -0.2, 0.0], [0.5, 0.9, -0.2], [0.4, 0.6, 0.5], [1.3, -0.9, -0.9], [-0.2, 0.5, 0.2], [1.2, -1.2, -0.4], [-0.3, 0.3, 0.1], [-0.5, 0.5, 0.3], [-0.1, -0.4, -0.2], [0.5, 0.0, -0.2], [0.1, 0.2, -0.1], [0.3, -0.1, 0.0], [0.0, 0.0, 0.1], [0.4, 0.2, 0.0], [-0.2, -0.1, 0.1], [0.0, -0.1, -0.1], [-2.7, 2.6, 0.2], [0.3, -0.2, 0.0], [-0.1, 0.1, 0.1], [-0.1, 0.1, 0.0], [0.2, -0.2, 0.2], [0.3, -0.2, 0.0], [-0.1, 0.0, -0.2], [-0.3, -0.4, 0.2], [0.1, 0.0, 0.1], [-0.1, -0.3, 0.0], [0.0, -0.1, -0.1], [0.0, -0.1, -0.1], [0.2, 0.2, -0.2], [0.2, 0.1, -0.2], [0.3, 0.0, 0.2], [0.0, 0.0, 0.4], [-0.3, -0.1, -0.1], [-0.1, 0.0, -0.4], [-0.3, 0.3, 0.0], [0.0, 0.2, 0.3], [0.2, -0.1, 0.2], [0.2, -0.2, -0.1], [-0.1, -0.1, -0.3], [0.0, 0.1, 0.4], [-0.2, -0.2, 0.3], [-0.1, -0.4, -0.1], [0.1, -0.1, -0.4], [0.2, 0.3, -0.1]],
  "lowdin_charge": [-0.14, 0.10, 1.13, -0.23, -0.25, -0.19, -0.18, -0.07, -0.03, -0.01, -0.06, -0.23, -0.24, -0.25, -0.26, 0.01, 0.09, 0.10, 0.08, 0.00, 0.11, 0.10, 0.08, 0.01, 0.01, 0.09, 0.09, 0.09, 0.09, 0.09, 0.10, 0.07, 0.09, -0.15, 0.10, -0.01, 0.10, -0.07, 0.04, 0.03, -0.07, -0.07, -0.10, -0.35, -0.14, -0.07, 1.33, -0.38, -0.10, -0.07, -0.07, -0.06, -0.11, -0.35, -0.12, -0.07, -0.08, -0.07, -0.09, 0.11, 0.11, 0.10, 0.09, 0.12, 0.08, 0.11, 0.11, 0.11, 0.11, 0.11, 0.11, 0.11, 0.11, 0.09],
  "e_tot_ev": -110217.74548,
  "multiplicity": 6,
  "orbital_gap_ev": [5.41, 6.19],
  "total_charge": 1,
  "e_lumo_ha": [-0.13051, -0.20357],
  "relative_energy_ev": 0.000
}

---

[2]
{
  "formula": "C41H49F40NO8S",
  "method": "ωB97M-V/def2-TZVPD",
  "species": ["O", "S", "O", "O", "C", "C", "C", "C", "C", "C", "C", "C", "C", "C", "C", "C", "N", "C", "C", "C", "C", "H", "H", "H", "H", "H", "H", "H", "H", "H", "H", "H", "H", "H", "H", "H", "H", "H", "H", "H", "H", "H", "H", "H", "H", "H", "H", "H", "H", "H", "C", "C", "C", "F", "F", "F", "F", "O", "C", "C", "F", "F", "F", "F", "H", "H", "H", "H", "C", "C", "C", "F", "F", "F", "F", "O", "C", "C", "F", "F", "F", "F", "H", "H", "H", "H", "C", "C", "C", "F", "F", "F", "F", "O", "C", "C", "F", "F", "F", "F", "H", "H", "H", "H", "C", "C", "C", "F", "F", "F", "F", "O", "C", "C", "F", "F", "F", "F", "H", "H", "H", "H", "C", "C", "C", "F", "F", "F", "F", "O", "C", "C", "F", "F", "F", "F", "H", "H", "H", "H"],
  "xyz": [[-5.281, 3.207, -2.453], [-4.691, 2.114, -1.750], [-6.003, 1.375, -1.088], [-4.224, 1.034, -2.853], [-3.253, 0.088, -2.348], [-3.807, -1.333, -2.128], [-5.135, -1.648, -2.831], [-5.899, -2.762, -2.081], [-6.760, -2.181, -0.957], [-6.952, -3.103, 0.257], [-8.127, -2.556, 1.113], [-7.864, -2.427, 2.615], [-6.639, -1.603, 3.008], [-6.643, -0.151, 2.519], [-5.579, 0.693, 3.267], [-4.355, 1.124, 2.436], [-3.256, 0.183, 2.513], [-2.041, 0.339, 3.104], [-1.331, -0.790, 2.990], [-2.156, -1.719, 2.279], [-3.297, -1.076, 2.000], [-5.638, 0.665, -0.532], [-2.427, 0.087, -3.046], [-2.880, 0.452, -1.391], [-3.061, -2.045, -2.474], [-3.931, -1.525, -1.057], [-5.802, -0.791, -2.852], [-4.916, -1.982, -3.843], [-6.549, -3.224, -2.825], [-5.232, -3.547, -1.718], [-6.287, -1.269, -0.580], [-7.730, -1.893, -1.357], [-6.035, -3.181, 0.834], [-7.250, -4.072, -0.140], [-8.464, -1.592, 0.735], [-8.952, -3.260, 1.013], [-8.743, -1.949, 3.057], [-7.764, -3.399, 3.102], [-6.573, -1.589, 4.095], [-5.740, -2.110, 2.654], [-7.616, 0.266, 2.786], [-6.553, -0.064, 1.437], [-6.046, 1.606, 3.636], [-5.223, 0.142, 4.135], [-4.631, 1.325, 1.401], [-4.004, 2.064, 2.858], [-1.707, 1.242, 3.590], [-0.340, -1.001, 3.340], [-1.912, -2.733, 2.025], [-4.099, -1.537, 1.446], [-7.658, 5.424, -2.150], [-8.966, 4.772, -1.666], [-10.264, 5.153, -2.381], [-10.553, 6.461, -2.247], [-11.292, 4.455, -1.836], [-9.098, 4.962, -0.332], [-8.818, 3.431, -1.858], [-7.156, 6.533, -1.406], [-7.551, 7.826, -1.661], [-8.243, 8.459, -0.450], [-9.348, 7.769, -0.107], [-8.619, 9.723, -0.757], [-8.303, 7.917, -2.775], [-6.426, 8.546, -1.891], [-6.896, 4.660, -2.016], [-7.672, 5.628, -3.221], [-10.207, 4.904, -3.444], [-7.563, 8.482, 0.405], [1.665, 0.075, -2.261], [0.357, -0.644, -1.884], [0.411, -1.670, -0.757], [1.219, -2.707, -1.058], [-0.831, -2.174, -0.557], [-0.189, -1.197, -2.993], [-0.500, 0.333, -1.461], [2.383, -0.393, -3.396], [3.318, -1.400, -3.303], [2.936, -2.618, -4.148], [1.761, -3.134, -3.742], [3.885, -3.572, -4.007], [3.576, -1.726, -2.022], [4.476, -0.907, -3.814], [1.354, 1.078, -2.553], [2.315, 0.211, -1.397], [0.750, -1.211, 0.177], [2.855, -2.339, -5.201], [3.337, -3.219, 3.837], [2.759, -2.168, 2.869], [3.756, -1.310, 2.086], [4.514, -0.547, 2.891], [3.063, -0.473, 1.267], [1.879, -1.385, 3.534], [2.047, -2.857, 1.937], [3.383, -2.902, 5.223], [4.451, -2.241, 5.790], [4.035, -0.900, 6.397], [3.517, -0.087, 5.456], [5.126, -0.292, 6.921], [5.476, -2.105, 4.919], [4.902, -3.020, 6.798], [2.634, -4.050, 3.791], [4.286, -3.621, 3.480], [4.404, -1.936, 1.466], [3.292, -1.052, 7.181], [10.545, -1.177, 5.221], [9.992, -2.191, 4.201], [8.773, -3.019, 4.611], [9.030, -3.814, 5.665], [8.412, -3.824, 3.579], [10.990, -3.001, 3.786], [9.596, -1.462, 3.117], [11.686, -1.545, 5.985], [11.577, -2.221, 7.184], [12.265, -3.588, 7.131], [11.712, -4.369, 6.183], [12.118, -4.209, 8.323], [10.298, -2.314, 7.595], [12.231, -1.483, 8.111], [10.905, -0.347, 4.614], [9.756, -0.759, 5.847], [7.925, -2.373, 4.850], [13.329, -3.469, 6.913], [7.262, 2.307, -6.144], [5.737, 2.165, -6.303], [5.183, 0.784, -6.658], [5.617, 0.354, -7.858], [3.829, 0.849, -6.721], [5.289, 3.088, -7.182], [5.197, 2.480, -5.090], [8.005, 2.848, -7.230], [8.498, 2.055, -8.246], [7.909, 2.443, -9.605], [6.569, 2.304, -9.607], [8.415, 1.628, -10.560], [8.342, 0.743, -7.982], [9.830, 2.282, -8.311], [7.387, 3.051, -5.358], [7.717, 1.395, -5.757], [5.451, 0.048, -5.896], [8.157, 3.479, -9.844]],
  "forces_ev_per_a": [[-0.3, 0.5, -0.7], [0.4, -0.3, 0.8], [0.5, -0.2, -0.2], [-0.3, 0.1, 0.0], [-0.1, -0.4, 0.3], [-0.5, 0.3, -0.1], [0.2, -0.7, 0.5], [-0.1, 0.4, -0.6], [0.8, -0.4, 0.4], [-1.2, 0.8, -0.6], [0.4, -0.7, 0.5], [0.1, 0.4, 0.1], [0.0, -0.1, -0.5], [0.0, -0.1, 1.1], [-0.1, 0.1, -0.8], [-0.1, 0.2, 0.9], [-0.6, 0.1, -0.7], [0.2, 1.6, 0.7], [0.5, -1.8, -0.5], [1.5, -0.2, 0.6], [-1.0, -0.7, -0.7], [-0.3, 0.0, 0.0], [0.0, 0.1, -0.2], [0.2, 0.1, 0.0], [0.1, -0.1, 0.1], [0.0, 0.2, 0.0], [0.1, 0.2, -0.3], [-0.1, 0.2, -0.2], [-0.1, -0.3, 0.2], [0.1, 0.1, 0.1], [-0.1, 0.1, -0.1], [-0.1, 0.1, 0.0], [0.2, -0.2, 0.0], [0.3, -0.3, 0.2], [0.0, 0.1, -0.1], [-0.3, 0.2, -0.1], [-0.1, -0.1, 0.1], [-0.1, -0.2, -0.2], [0.0, 0.0, 0.1], [0.1, 0.0, 0.1], [-0.1, 0.0, -0.2], [0.1, 0.0, -0.1], [0.0, 0.0, 0.0], [0.1, 0.0, 0.1], [0.0, -0.1, -0.1], [0.2, 0.1, -0.1], [-0.4, 0.2, -0.1], [0.1, 0.2, 0.2], [0.0, -0.1, -0.1], [-0.4, 0.6, 0.1], [0.5, -0.1, -0.2], [0.3, 0.3, 0.5], [-0.3, -0.2, -0.2], [0.2, 0.1, 0.1], [0.1, 0.0, 0.0], [-0.1, 0.1, -0.1], [-0.1, 0.0, -0.2], [-0.7, 0.2, 0.2], [0.4, -0.6, -0.5], [-0.1, 0.2, 0.3], [0.0, -0.1, -0.1], [0.1, 0.0, -0.1], [-0.1, 0.0, 0.2], [-0.1, 0.1, 0.1], [0.0, 0.0, 0.1], [-0.3, 0.1, 0.0], [0.1, 0.0, 0.0], [0.1, 0.0, -0.1], [0.3, 0.6, 0.0], [0.2, -0.1, -0.7], [-0.2, -0.2, 0.6], [0.1, 0.1, -0.2], [0.0, 0.1, -0.2], [0.0, -0.1, 0.1], [0.2, 0.0, 0.2], [-0.2, -0.8, 0.1], [-0.1, 0.9, 0.4], [-0.1, -0.3, -0.3], [0.0, 0.1, 0.1], [0.0, 0.1, 0.0], [-0.1, -0.2, -0.1], [0.0, -0.1, -0.1], [-0.1, -0.1, -0.1], [0.0, -0.3, 0.1], [0.0, 0.1, -0.1], [0.1, 0.1, 0.0], [0.1, -0.7, 0.1], [-0.2, 0.1, 0.8], [0.1, 0.1, -0.4], [-0.1, -0.1, 0.2], [-0.1, -0.1, 0.0], [0.2, 0.1, -0.1], [0.1, -0.1, -0.2], [0.1, 0.8, -0.2], [-0.1, -0.9, -0.3], [-0.1, 0.3, 0.2], [0.1, -0.1, -0.1], [0.0, -0.1, 0.0], [-0.1, 0.2, 0.0], [0.0, 0.2, 0.0], [-0.1, 0.1, 0.0], [0.1, 0.3, 0.0], [0.0, 0.0, 0.0], [0.0, -0.1, 0.0], [0.1, 0.7, 0.1], [0.7, -0.2, 0.1], [-0.5, -0.1, -0.1], [0.2, 0.1, 0.1], [0.1, 0.1, -0.1], [-0.1, -0.1, 0.1], [-0.2, 0.1, 0.1], [-0.2, -0.8, 0.0], [-0.3, 0.7, -0.2], [0.2, -0.3, 0.0], [-0.1, 0.1, 0.0], [0.0, 0.1, 0.0], [0.1, -0.2, -0.1], [0.1, -0.1, 0.0], [0.0, -0.1, -0.1], [-0.1, -0.3, 0.1], [0.1, 0.1, 0.0], [0.0, 0.1, 0.0], [0.5, 0.1, 0.5], [0.2, 0.5, -0.5], [-0.3, -0.4, 0.1], [0.2, 0.2, -0.1], [0.0, 0.1, 0.1], [0.0, -0.1, 0.0], [0.0, -0.2, 0.1], [-0.5, -0.3, -0.5], [0.2, 0.0, 0.8], [-0.1, 0.1, -0.3], [0.0, -0.1, 0.1], [0.1, 0.0, 0.1], [-0.1, 0.1, -0.1], [0.0, 0.0, -0.1], [-0.1, 0.1, -0.1], [-0.1, -0.2, -0.2], [0.1, 0.1, 0.0], [0.1, 0.0, 0.1]],
  "lowdin_charge": [-0.38, 0.89, -0.26, -0.32, -0.23, -0.16, -0.19, -0.20, -0.21, -0.18, -0.20, -0.21, -0.22, -0.18, -0.15, -0.13, -0.10, -0.11, -0.09, -0.09, -0.13, 0.01, 0.11, 0.08, 0.11, 0.09, 0.10, 0.11, 0.11, 0.11, 0.08, 0.12, 0.10, 0.11, 0.10, 0.11, 0.11, 0.11, 0.11, 0.08, 0.11, 0.08, 0.11, 0.11, 0.10, 0.12, 0.12, 0.07, 0.10, 0.10, -0.03, -0.44, -0.31, 0.10, 0.09, 0.13, 0.11, 0.05, -0.54, -0.29, 0.10, 0.10, 0.15, 0.14, 0.11, 0.15, 0.17, 0.17, -0.03, -0.42, -0.30, 0.10, 0.09, 0.13, 0.10, 0.05, -0.53, -0.28, 0.11, 0.10, 0.15, 0.13, 0.15, 0.14, 0.16, 0.18, -0.03, -0.44, -0.29, 0.11, 0.08, 0.12, 0.11, 0.05, -0.53, -0.28, 0.10, 0.10, 0.13, 0.15, 0.15, 0.15, 0.18, 0.18, -0.04, -0.44, -0.31, 0.10, 0.09, 0.13, 0.10, 0.04, -0.53, -0.29, 0.10, 0.10, 0.15, 0.14, 0.15, 0.15, 0.16, 0.18, -0.04, -0.44, -0.31, 0.10, 0.09, 0.13, 0.10, 0.04, -0.54, -0.29, 0.10, 0.10, 0.15, 0.14, 0.15, 0.15, 0.16, 0.18],
  "e_tot_ev": -180715.88105,
  "orbital_gap_ev": 8.84,
  "e_lumo_ha": 0.00673
}

---

[3]
{
  "formula": "C5H14N2O",
  "method": "ωB97M-V/def2-TZVPD",
  "species": ["C", "C", "N", "N", "O", "H", "H", "H", "H", "H", "H", "H", "H", "C", "C", "C", "H", "H", "H", "H", "H", "H"],
  "xyz": [[-0.653, 1.415, -0.373], [-0.738, 1.828, 1.078], [2.015, 0.798, -0.648], [2.152, -0.397, -0.252], [2.395, 1.705, 0.348], [2.231, 2.573, -0.043], [2.589, -0.489, 0.675], [0.987, -0.998, -0.173], [-1.633, 1.241, -0.816], [-0.125, 2.131, -0.999], [-1.264, 1.067, 1.656], [-1.264, 2.778, 1.202], [0.260, 1.937, 1.511], [-0.770, -2.010, -1.446], [-0.353, -1.405, -0.137], [-0.807, -1.838, 1.039], [-0.325, 0.125, -0.328], [0.094, -2.380, -2.003], [-1.254, -1.257, -2.070], [-1.478, -2.832, -1.310], [-0.440, -1.439, 1.975], [-1.620, -2.552, 1.115]],
  "forces_ev_per_a": [[-0.2, -2.6, 0.2], [0.0, 0.1, 0.0], [0.6, -1.4, 1.1], [1.1, 2.2, -1.0], [0.1, -0.5, -0.2], [0.0, 0.0, -0.1], [-0.2, 0.4, 0.2], [-3.4, -0.9, -0.1], [-0.2, 0.3, 0.1], [0.3, -0.3, -0.1], [-0.1, 0.0, 0.0], [0.0, 0.0, 0.1], [0.0, 0.0, 0.0], [-0.3, 0.3, 0.0], [2.7, -1.4, 0.4], [-0.3, 0.3, 0.0], [0.0, 3.5, -0.5], [0.0, 0.0, 0.1], [0.0, 0.0, -0.1], [0.1, 0.0, 0.0], [0.1, -0.1, 0.1], [-0.1, 0.0, 0.0]],
  "lowdin_charge": [-0.19, -0.18, -0.07, 0.04, -0.05, 0.10, 0.11, 0.08, 0.06, 0.05, 0.06, 0.06, 0.05, -0.11, -0.36, -0.02, 0.06, 0.07, 0.07, 0.07, 0.05, 0.05],
  "e_tot_ev": -10433.39642,
  "orbital_gap_ev": [8.07, 8.07],
  "e_lumo_ha": [0.00152, 0.00157],
  "relative_energy_ev": 7.632
}